(1)
# C23H23N3O5S

A single C23H23N3O5S molecule (ωB97M-V/def2-TZVPD, the Open Molecules 2025 dataset).

As for the HOMO energy: -0.297 hartree. The SMILES is COc1cccc(/C=N/NC(=O)c2ccc(N(C)S(=O)(=O)c3ccccc3)cc2)c1OC. For the gap between HOMO and LUMO, the calculation gives 0.313 Ha.

Geometry as XYZ:
```
55
Properties=species:S:1:pos:R:3:mulliken_charge:R:1
C -3.7509 -3.6877 -1.3551 -1.03
O -2.8164 -2.6407 -1.4230 -0.31
C -2.3960 -2.2039 -2.6552 1.21
C -2.7796 -2.8219 -3.8361 -0.54
C -2.2981 -2.3867 -5.0613 -1.00
C -1.4238 -1.3289 -5.1113 -0.94
C -1.0253 -0.6712 -3.9429 0.54
C -0.1205 0.4452 -4.0884 -0.01
N 0.3906 1.0935 -3.1194 0.10
N 1.2152 2.1093 -3.3928 -0.37
C 1.8062 2.9528 -2.4872 0.17
O 2.4584 3.8891 -2.9163 -0.68
C 1.6153 2.7008 -1.0436 0.29
C 1.3385 1.4513 -0.4950 -0.75
C 1.1846 1.3098 0.8680 0.12
C 1.2758 2.4081 1.7239 0.79
N 1.0701 2.2261 3.0874 0.12
C 1.3826 3.2795 4.0247 -1.23
S -0.0467 1.0557 3.5754 1.38
O -0.3612 1.3306 4.9466 -0.77
O -1.1251 0.9739 2.6350 -0.61
C 0.8854 -0.4758 3.5373 0.14
C 0.3009 -1.6089 3.0045 0.01
C 1.0060 -2.8012 3.0145 -0.62
C 2.2793 -2.8450 3.5605 -0.42
C 2.8516 -1.7029 4.0989 -0.64
C 2.1498 -0.5084 4.0910 -0.51
C 1.5965 3.6526 1.1772 -0.49
C 1.7701 3.7873 -0.1838 -1.22
C -1.5201 -1.0951 -2.6912 -0.02
O -1.0793 -0.4064 -1.6174 -0.33
C -1.7918 -0.4106 -0.3963 -0.78
H -3.3428 -4.6224 -1.7541 0.37
H -3.9649 -3.8147 -0.2946 0.25
H -4.6779 -3.4395 -1.8817 0.40
H -3.4525 -3.6635 -3.8123 0.41
H -2.6094 -2.8872 -5.9648 0.39
H -1.0369 -0.9898 -6.0604 0.33
H 0.1188 0.7172 -5.1274 0.26
H 1.3909 2.3596 -4.3736 0.25
H 1.2341 0.5900 -1.1317 0.49
H 0.9842 0.3344 1.2776 0.33
H 1.1561 2.8980 5.0173 0.35
H 2.4418 3.5331 3.9554 0.39
H 0.7784 4.1750 3.8557 0.42
H -0.6900 -1.5316 2.5851 0.40
H 0.5629 -3.6932 2.5987 0.41
H 2.8286 -3.7746 3.5681 0.39
H 3.8424 -1.7433 4.5251 0.40
H 2.5713 0.3934 4.5055 0.38
H 1.7028 4.5193 1.8089 0.41
H 2.0156 4.7491 -0.6089 0.44
H -1.3716 0.4004 0.1977 0.38
H -2.8562 -0.2267 -0.5536 0.36
H -1.6677 -1.3534 0.1394 0.16
```

(2)
# C4H5Br2F3

A molecular structure, C4H5Br2F3 (ωB97M-V/def2-TZVPD, the Open Molecules 2025 dataset).

As for the HOMO energy: -0.361 hartree. For the gap between HOMO and LUMO, the calculation gives 0.382 Ha.

Geometry as XYZ:
```
14
Properties=species:S:1:pos:R:3:mulliken_charge:R:1
C 0.0108 -2.0507 0.8787 -0.59
C 0.1919 1.6903 -0.7106 -0.21
C -1.1561 1.7966 0.1710 0.34
C 1.0858 -2.3735 0.2424 0.20
F 0.1184 0.4879 -1.3651 -0.26
F -2.0375 2.6148 -0.4623 -0.30
F -0.8967 2.2824 1.3775 -0.25
Br 1.3307 -4.1317 -0.4262 -0.11
Br 2.5056 -1.2852 -0.3257 -0.10
H 0.0978 2.4190 -1.4865 0.24
H -0.1698 -1.1298 1.3494 0.34
H -0.7090 -2.8056 0.9723 0.24
H 1.1910 1.6618 -0.2287 0.23
H -1.5630 0.8238 0.0138 0.24
```

(3)
# C9H17N2O2S

2 unconnected molecules or ions with the total composition C9H17N2O2S (ωB97M-V/def2-TZVPD, the Open Molecules 2025 dataset).

As for the charge: +1. As for the HOMO energy: -0.443 hartree. For the gap between HOMO and LUMO, the calculation gives 0.310 Ha.

Geometry as XYZ:
```
31
Properties=species:S:1:pos:R:3:mulliken_charge:R:1
C 4.0442 -0.5187 -0.1808 -0.18
C 0.7358 1.2282 -0.5705 0.99
C 2.1210 -1.4874 -0.9288 -0.47
C -2.7566 -1.3920 -0.9601 -1.33
C -1.7648 3.0740 0.5929 -0.94
C -1.8829 -0.8673 0.1352 0.35
C -0.5925 -1.7843 0.2703 -1.31
C 0.6794 -1.3252 1.1221 -0.76
C -0.2326 3.0847 0.5470 -0.52
N 3.4515 -1.1094 -1.1050 -0.53
N 1.6418 -0.6985 0.3159 -0.08
O 0.9379 1.0075 -1.6891 -0.29
O 0.4818 1.7371 0.5154 -0.20
S 2.9915 -0.1370 1.2185 -0.11
H 5.0464 -0.3513 -0.2010 0.53
H 1.6624 -1.1939 -1.8539 0.36
H 2.0492 -2.5693 -0.9951 0.44
H -2.5834 -2.4205 -1.0755 0.41
H -2.4836 -0.9795 -1.9969 0.30
H -3.8113 -1.2731 -0.7329 0.37
H -2.0286 2.3887 -0.1815 0.38
H -2.2577 2.8886 1.6743 0.29
H -2.1293 4.1139 0.2802 0.36
H -1.6787 0.2184 0.1827 -0.26
H -2.3085 -1.1012 1.0934 0.34
H -0.9407 -2.6241 0.8904 0.49
H -0.2222 -2.0731 -0.6252 0.67
H 0.1806 -0.6388 1.7867 0.33
H 1.1245 -2.2113 1.6209 0.51
H 0.4266 3.5569 1.2333 0.45
H 0.0987 3.4580 -0.3831 0.40
```

(4)
# C16H45N3O5

5 unconnected molecules or ions with the total composition C16H45N3O5 (ωB97M-V/def2-TZVPD, the Open Molecules 2025 dataset).

As for the HOMO energy: -0.330 hartree. The SMILES is COC[C@H](C)N.COC[C@H](C)N.COC[C@H](C)N.CCO.CCO. For the gap between HOMO and LUMO, the calculation gives 0.349 Ha.

Geometry as XYZ:
```
69
Properties=species:S:1:pos:R:3:mulliken_charge:R:1
C -17.0678 -9.7412 -1.5009 -0.70
O -16.0523 -9.2660 -2.3942 -0.36
C -16.3082 -8.0244 -2.9347 -0.63
C -15.1376 -7.6145 -3.9049 0.50
C -15.3151 -6.2680 -4.5980 -1.48
N -14.9012 -8.5496 -4.9647 -0.70
H -17.8723 -9.9488 -2.2064 0.31
H -17.4901 -8.9707 -0.8559 0.23
H -16.8283 -10.6308 -0.9183 0.31
H -17.2693 -8.1205 -3.4398 0.34
H -16.3847 -7.2852 -2.1373 0.31
H -14.2375 -7.6049 -3.2901 0.26
H -15.2081 -5.4578 -3.8768 0.39
H -16.2921 -6.1727 -5.0718 0.34
H -14.4954 -6.1076 -5.2984 0.39
H -15.5895 -8.5861 -5.7029 0.23
H -14.9230 -9.5016 -4.6280 0.27
C -19.8335 -6.0715 0.8723 -0.64
O -20.9431 -6.2040 -0.0324 -0.36
C -22.0871 -6.9330 0.5063 -0.89
C -22.2172 -8.3297 -0.2306 0.70
C -22.7816 -8.1075 -1.6029 -1.44
N -22.8742 -9.3466 0.4606 -0.67
H -19.6602 -7.0654 1.2849 0.35
H -19.8835 -5.3666 1.7021 0.24
H -19.0952 -5.7237 0.1497 0.21
H -21.8647 -7.1712 1.5465 0.39
H -23.0376 -6.4356 0.3133 0.36
H -21.1708 -8.6240 -0.3110 0.13
H -23.8370 -7.8395 -1.5536 0.36
H -22.5722 -8.9570 -2.2529 0.36
H -22.3707 -7.2084 -2.0622 0.35
H -23.8715 -9.2472 0.3350 0.27
H -22.6164 -10.1965 -0.0205 0.28
C -11.9061 -6.1165 2.4472 -0.69
O -11.7333 -6.6661 3.7231 -0.34
C -11.4564 -5.6860 4.7634 -0.87
C -10.8979 -6.1784 6.1216 0.54
C -11.7654 -7.0537 7.0658 -1.37
N -10.2671 -5.0723 6.8847 -0.61
H -12.6465 -5.3340 2.6138 0.30
H -12.3202 -6.7972 1.7033 0.24
H -10.9963 -5.5976 2.1456 0.29
H -10.8182 -4.9357 4.2966 0.45
H -12.3524 -5.0703 4.8430 0.44
H -10.0644 -6.8301 5.8596 0.12
H -12.6459 -6.4683 7.3308 0.32
H -11.2203 -7.4102 7.9398 0.39
H -12.0031 -8.0095 6.5989 0.34
H -10.2620 -5.1121 7.8939 0.23
H -10.7523 -4.2446 6.5689 0.22
C -11.9382 -3.7045 -11.6778 -1.03
C -11.4326 -3.7191 -10.2792 -0.16
O -10.0568 -3.9763 -10.2401 -0.52
H -11.5050 -2.8887 -12.2564 0.28
H -12.9911 -3.6074 -11.9426 0.35
H -11.6593 -4.5719 -12.2761 0.29
H -11.9502 -4.5986 -9.8965 0.21
H -11.6788 -2.8057 -9.7376 0.28
H -9.8909 -4.9101 -10.3887 0.31
C -19.7360 -9.6629 -6.9365 -0.92
C -19.3428 -9.6384 -8.4663 -0.29
O -18.1031 -9.0010 -8.7577 -0.51
H -18.8854 -10.1032 -6.4163 0.22
H -20.6622 -10.1968 -6.7238 0.35
H -20.0881 -8.7346 -6.4866 0.28
H -20.1452 -9.1411 -9.0112 0.30
H -19.3695 -10.6176 -8.9443 0.26
H -18.3090 -8.2162 -9.2708 0.30
```

(5)
# CH4N2S

A molecular structure, CH4N2S (ωB97M-V/def2-TZVPD, the Open Molecules 2025 dataset).

As for the HOMO energy (alpha / beta): -0.306 / -0.306 hartree. For the gap between HOMO and LUMO (alpha / beta), the calculation gives 0.282 / 0.282 Ha.

Geometry as XYZ:
```
8
Properties=species:S:1:pos:R:3:mulliken_charge:R:1
C -1.1066 1.2182 0.0023 -0.38
N 0.6125 -1.7548 0.0381 -0.59
N 0.3382 -0.5319 -0.0662 0.28
S 1.1426 0.7872 0.2622 -0.07
H -1.5732 1.5556 -0.9007 0.24
H -1.8027 0.7007 0.6575 0.21
H -0.2202 -2.2607 -0.1477 0.23
H 2.6093 0.2857 0.1545 0.09
```

(6)
# C6H11P

2 unconnected molecules or ions with the total composition C6H11P (ωB97M-V/def2-TZVPD, the Open Molecules 2025 dataset).

As for the HOMO energy (alpha / beta): -0.298 / -0.285 hartree. For the gap between HOMO and LUMO (alpha / beta), the calculation gives 0.288 / 0.299 Ha.

Geometry as XYZ:
```
18
Properties=species:S:1:pos:R:3:mulliken_charge:R:1
C -2.7749 0.5004 -1.2958 -0.56
C -2.2441 -0.1388 -0.3019 0.13
C 1.7511 -0.0854 -0.0525 0.61
C -2.5776 -1.0267 0.8308 -1.14
C 3.2249 -0.3644 -0.0750 -1.48
C 1.3032 1.2550 0.3827 -1.00
P 0.7624 -1.2909 -0.7216 -0.07
H -2.1384 1.2870 -1.8716 0.19
H -3.8678 0.4611 -1.5024 0.27
H -3.5623 -1.0087 1.1485 0.42
H -2.3298 -2.0051 0.5642 0.34
H -1.9766 -0.8465 1.6760 0.31
H 3.8309 -0.3085 0.7521 0.40
H 3.8397 0.2976 -0.6986 0.31
H 3.3881 -1.3735 -0.3715 0.40
H 0.2410 1.1254 0.6507 0.25
H 1.7452 1.5538 1.3202 0.35
H 1.3849 1.9682 -0.4343 0.26
```

(7)
# C3H3NO2P

A gas-phase ion, C3H3NO2P (charge -1) (ωB97M-V/def2-TZVPD, the Open Molecules 2025 dataset).

As for the charge: -1. As for the HOMO energy: -0.098 hartree. The SMILES is O=c1[pH][nH]cc1[O-]. For the gap between HOMO and LUMO, the calculation gives 0.253 Ha.

Geometry as XYZ:
```
10
Properties=species:S:1:pos:R:3:mulliken_charge:R:1
O 2.2058 1.0763 -0.4740 -0.63
C 1.0855 0.5728 -0.3569 0.53
P -0.3320 1.5496 0.1780 -0.14
N -1.1884 0.1343 0.5992 -0.39
C -0.5414 -0.9588 -0.0816 -0.41
C 0.6976 -0.9119 -0.6559 0.28
O 1.4876 -1.6997 -1.2370 -0.81
H -0.0176 1.8924 1.6284 0.01
H -2.2366 0.2318 0.2848 0.25
H -1.1605 -1.8868 0.1150 0.31
```

It is found that the energy above the lowest of the compared OMol25 structures with the same formula, charge and spin values, taken in the order of the records, are 106.8; 0.0; 43.8; 65.9; 175.8; 95.7; 18.1 kcal/mol.